(1)
The following is a quantum chemistry calculation of C47H47AsCl5N12O6RbS as an isolated structure, from the Open Molecules 2025 dataset.

2S+1 = 1
Highest occupied orbital energy = -3.38 eV
Net charge = -2
Relative energy (zero: lowest compared OMol25 entry of this formula, charge and spin) = 0.608 eV
HOMO-LUMO gap = 6.8 eV
Molar mass = 1245.69 u

Element x y z (Å)
Rb: -1.63650 0.32027 1.17088
As: -5.12460 -1.05560 -1.66758
Cl: 0.42828 -0.62303 8.80867
Cl: -1.84284 1.51102 8.63463
Cl: -2.96207 2.39258 5.86176
Cl: 1.54793 -1.91842 6.19508
Cl: 0.37015 -1.13750 3.42290
S: -6.05822 0.80327 -1.69254
O: 2.13340 1.96901 -0.03760
O: 0.73666 0.24412 -0.33014
O: 4.02314 4.01081 0.39636
O: -4.18774 -0.46585 1.01596
O: -4.96354 -1.61376 2.79319
O: 0.22757 -7.43165 -1.93107
N: -2.47093 4.23537 -2.04769
N: 5.52352 4.03656 -1.18964
N: -4.55692 0.60436 3.00019
N: -0.58654 -3.27285 -0.07398
N: 6.10050 3.49621 -0.04360
N: -2.11126 2.16496 -1.23981
N: -1.31744 4.19067 -1.33729
N: 1.25438 2.52501 3.93558
N: -0.20849 3.44191 2.59978
N: -1.05338 -6.15511 -3.28542
N: -3.89949 1.76059 2.50816
N: 0.86184 3.64728 4.57431
C: 3.69440 2.12956 3.98936
C: 5.11800 2.95486 2.21915
C: 2.23126 5.56476 -3.75083
C: 3.85542 2.61639 2.70211
C: 2.26061 -0.67407 -2.50029
C: 1.46213 -4.70425 -1.30213
C: -2.82386 -4.49302 -3.85338
C: 0.67947 -2.86707 0.00088
C: 4.84473 0.30047 -2.76068
C: 5.17280 3.48659 0.85710
C: 4.82059 1.97226 4.78913
C: -5.54203 -1.88249 -3.38427
C: 4.39409 -0.70149 -3.61283
C: -0.51507 5.38161 -1.12016
C: 3.33534 5.13561 -3.02740
C: -0.83972 -4.36927 -0.78112
C: 0.98511 5.66055 -3.14522
C: 4.29388 4.29982 -0.88539
C: -1.12286 2.94929 -0.86955
C: 3.09902 -1.18653 -3.48207
C: -0.01105 4.16014 3.73556
C: 2.32099 1.71151 4.47611
C: -1.35128 -4.86809 -3.90641
C: -3.20311 -1.08977 -1.74666
C: -0.29007 -0.34879 4.88611
C: -1.48320 -7.35539 -3.99178
C: -2.90933 2.99774 -1.95964
C: 0.83027 5.32635 -1.80346
C: 3.18169 4.79884 -1.68928
C: 6.08332 2.28666 4.29997
C: -1.22957 0.79019 7.17976
C: -1.70853 1.14525 5.92115
C: 3.99907 0.81417 -1.78732
C: 0.14048 -5.10811 -1.43206
C: 1.92951 4.88926 -1.08621
C: -0.20893 -6.32712 -2.22752
C: -5.71327 -2.46543 -0.49223
C: -1.25985 0.61286 4.72753
C: 1.77669 0.89452 -0.57758
C: 6.24298 2.78058 3.01438
C: -0.21933 -0.16707 7.26590
C: 0.60102 2.41516 2.76867
C: 1.73623 -3.55691 -0.58433
C: 0.26571 -0.75016 6.09942
C: 2.70375 0.32976 -1.64783
C: -4.55326 -0.59028 2.21755
C: -2.57867 -8.10906 -3.24918
H: -2.69226 -0.32983 -1.16533
H: -6.62669 -1.92756 -3.47019
H: -1.11219 6.20964 -1.49703
H: -2.98224 -3.53951 -4.35775
H: 3.00683 2.71286 2.03625
H: -1.87870 -4.68342 -0.82663
H: -3.84359 2.67266 -2.39076
H: -5.45883 -2.21509 0.53589
H: 7.22078 3.03766 2.62801
H: 0.78812 1.60536 2.07746
H: -4.58839 2.49485 2.41708
H: -3.18328 2.05282 3.16718
H: -3.45700 -7.47733 -3.11005
H: 2.13757 0.67783 4.18081
H: 4.34134 1.59405 -1.12410
H: -3.44582 -5.24515 -4.34356
H: -1.83724 -7.04222 -4.97562
H: 6.94995 2.15482 4.93583
H: 2.74370 -3.17566 -0.48793
H: -1.02099 -4.91423 -4.94973
H: -5.18886 -3.36926 -0.81227
H: 2.25230 1.76885 5.56112
H: 1.81136 4.57730 -0.05666
H: 2.74404 -1.96616 -4.14662
H: -6.78689 -2.60796 -0.61046
H: 2.34154 5.82046 -4.79708
H: 5.85218 0.68796 -2.85382
H: -5.15419 -1.24447 -4.17737
H: -2.93837 -0.90414 -2.79089
H: 4.30932 5.04424 -3.49031
H: 1.24936 -1.03983 -2.37283
H: -0.26869 2.69478 -0.25347
H: -0.75713 -4.09789 -3.42168
H: -4.48297 0.44295 3.99264
H: 2.24925 -5.27792 -1.77673
H: -5.12207 -2.88594 -3.46309
H: -2.87584 -8.99961 -3.80619
H: 4.71046 1.59721 5.80044
H: 0.12424 5.98503 -3.71866
H: -3.15883 -4.39124 -2.82036
H: -0.61885 -8.00662 -4.13161
H: -0.37793 5.50605 -0.04559
H: 0.85786 -1.93637 0.52121
H: -2.21476 -8.41933 -2.27058
H: 5.04945 -1.10189 -4.37773
H: -2.84307 -2.07749 -1.45432
H: -0.54696 5.06822 3.95900

=====

(2)
The following is a quantum chemistry calculation of C47H47ClN10O11SbY as an isolated structure at a distorted geometry, from the Open Molecules 2025 dataset.

2S+1 = 1
Highest occupied orbital energy = -8.66 eV
Relative energy (zero: lowest compared OMol25 entry of this formula, charge and spin) = 0.936 eV
HOMO-LUMO gap = 7.5 eV
Molar mass = 1174.07 u

Element x y z (Å)
Sb: -1.82719 1.41491 -0.98074
Y: -0.64267 -1.48606 0.02503
Cl: 6.31770 -0.08010 -3.24997
O: 1.35217 -1.14500 0.87852
O: 5.16456 -2.23025 -4.97813
O: 1.18864 -2.93263 -2.91242
O: 0.48679 0.63857 4.41270
O: 3.30449 -3.34004 -4.54993
O: -0.26769 -0.20700 2.59736
O: 3.15496 -3.03271 -0.08077
O: 5.16508 -2.30894 0.13291
O: 5.04270 0.42642 5.61728
O: 0.42187 -1.23277 -1.72868
O: 6.47927 -0.49860 4.30269
N: 3.99868 -2.37805 0.49128
N: -1.00487 -2.95589 3.15666
N: 2.88141 -0.17633 -1.55372
N: -0.15436 -3.62415 0.97723
N: -4.16207 -1.20606 0.20688
N: -2.27004 -2.02651 1.36843
N: 5.34620 -0.16818 4.60079
N: 4.12997 0.25300 -1.77248
N: 0.65459 0.05557 3.35947
N: -2.54568 -2.16118 -1.33395
C: -4.84181 -1.92454 -1.93753
C: -3.10137 -1.38273 4.88805
C: -2.33305 -2.76845 -2.51858
C: -3.86738 3.81181 -1.45044
C: 4.29170 3.49367 -0.00269
C: -3.46763 -1.37461 1.27702
C: 0.68752 1.90366 -2.65347
C: -1.69914 2.64440 1.77153
C: 3.58313 -1.54132 1.62909
C: -4.77417 1.91377 -0.17077
C: -1.16902 0.67748 -3.82274
C: 0.58774 -4.50127 0.28092
C: 5.46385 3.34441 0.72985
C: -3.90572 -0.99386 2.64519
C: 3.87317 2.48375 -0.85696
C: -3.84662 2.28859 -1.32632
C: 3.85111 -1.40601 -3.20654
C: 6.22089 2.18737 0.60265
C: -0.82527 4.26239 0.08052
C: -4.38161 1.65725 -2.61240
C: -1.21138 3.15327 -3.61049
C: 2.99280 -0.09648 3.92059
C: -3.79936 -1.77140 -1.01751
C: 4.16489 -2.35747 -4.32021
C: -1.96353 -2.24031 2.69354
C: 0.66475 -4.62600 2.98002
C: 1.38165 -5.45990 0.85874
C: -0.16523 -3.71335 2.32756
C: 2.69455 -1.16677 -2.40679
C: 4.27341 -0.50670 3.66016
C: -0.89015 2.78833 0.48207
C: -4.18768 -0.64493 5.35357
C: 5.80437 1.16818 -0.24218
C: -2.97918 -1.53816 3.52346
C: 4.57103 -1.24580 2.52779
C: 1.43924 -5.49981 2.24512
C: 4.73809 -0.45075 -2.75725
C: 4.63149 1.32815 -0.96020
C: -5.12109 -0.10157 4.47101
C: -4.99587 -0.27824 3.09584
C: -0.81786 1.85491 -2.90861
C: 2.00278 -0.37971 3.00516
C: 0.54869 2.29857 0.69828
C: 2.23791 -1.06201 1.76594
C: -4.60534 -2.52786 -3.15120
C: -3.32142 -2.97653 -3.44963
C: 1.36461 -1.84399 -2.36376
H: 3.70294 4.39839 0.09024
H: 0.64615 -4.63565 4.06031
H: -0.64556 0.80052 -4.78109
H: -5.76831 2.33701 -0.37772
H: 2.53586 -3.29675 -3.93024
H: 1.04173 1.15338 -1.95050
H: -4.83782 4.10090 -1.87623
H: -0.59691 3.24516 -4.51670
H: 1.21865 1.73822 -3.60157
H: -2.70754 3.04668 1.66131
H: 2.76304 0.44299 4.82605
H: -4.34278 0.56816 -2.58968
H: -1.20575 3.21027 2.57468
H: 1.20488 2.61227 -0.11103
H: -3.09688 4.22338 -2.08918
H: 5.78683 4.13108 1.40052
H: -1.01412 4.03488 -3.00101
H: 0.54931 -4.40801 -0.80031
H: -4.87914 0.83779 -0.05136
H: -5.82252 -1.56939 -1.64963
H: 5.57728 -1.59329 2.35839
H: 6.37440 0.25438 -0.33869
H: -0.12012 4.78111 0.74479
H: 7.13179 2.06649 1.17398
H: -4.31133 -0.48885 6.41892
H: 2.07895 -6.21526 2.74674
H: -0.47303 4.40741 -0.94181
H: -5.71907 0.13356 2.40170
H: -2.36971 -1.81155 5.56302
H: 1.96843 -6.12316 0.23980
H: -1.31357 -3.08127 -2.71888
H: -2.25083 3.17336 -3.92803
H: 0.93909 2.73670 1.62737
H: -2.23770 0.62964 -4.03628
H: -4.43866 2.33359 0.77848
H: -1.78122 1.61247 2.11379
H: -1.78561 4.75921 0.18452
H: -5.43366 1.94970 -2.73500
H: 2.96249 2.57395 -1.43843
H: -0.86547 -0.27973 -3.40058
H: -5.41128 -2.65387 -3.86430
H: 0.97929 2.89064 -2.28487
H: -5.95744 0.46380 4.86498
H: -3.79582 4.28984 -0.47645
H: -3.84685 1.99738 -3.49733
H: -3.09095 -3.46981 -4.38390
H: 0.64557 1.21489 0.78740

=====

(3)
The following is a quantum chemistry calculation of C47H47N4O5TeV as an isolated structure at a distorted geometry, from the Open Molecules 2025 dataset.

2S+1 = 3
Highest occupied orbital energy (spin up / spin down) = -12.20 / -12.20 eV
Net charge = +2
Relative energy (zero: lowest compared OMol25 entry of this formula, charge and spin) = 1.629 eV
HOMO-LUMO gap (spin up / spin down) = 6.4 / 6.2 eV
Molar mass = 926.46 u

Element x y z (Å)
Te: 0.78773 3.24583 -3.25126
V: 1.12276 0.20995 0.26259
O: -0.15374 -0.86731 0.41992
O: 3.44380 1.04662 6.64870
O: 7.66814 1.63656 1.98290
O: -0.25762 -3.52396 0.58946
O: 1.20309 -0.04351 -1.84746
N: 3.14609 0.38565 0.41333
N: 1.34643 0.40391 2.26905
N: -0.14781 1.63020 0.11564
N: 1.21428 -0.67532 -3.99557
C: -3.55355 -2.05774 0.88462
C: -2.13157 -4.64704 1.43727
C: -1.67863 1.59166 -3.99810
C: 1.67032 -3.05604 -2.25091
C: -1.41778 -3.43272 0.93176
C: 1.85879 0.48816 5.00214
C: -2.98813 1.36838 -4.40920
C: -1.47450 -0.91592 0.57811
C: 2.66077 -0.52807 -4.26437
C: 2.61390 0.38683 2.73417
C: 5.35992 0.53368 -0.46066
C: 0.63412 2.88491 -0.06742
C: -3.82456 2.44479 -4.67831
C: 0.34993 -2.24623 -2.41004
C: 3.44455 -1.68539 -3.60533
C: 0.55921 0.51747 4.51764
C: 2.15128 0.50903 6.47313
C: 2.89946 0.42583 4.08084
C: -3.73938 5.18209 0.18535
C: -2.03958 3.97221 -4.13737
C: -1.44728 1.58283 0.23818
C: -3.32826 -6.99217 2.33892
C: -2.16348 -2.11945 0.81498
C: -2.16936 0.31374 0.46961
C: -3.53945 -5.80143 3.01950
C: 2.64686 -3.00148 -3.44229
C: -3.35030 3.74398 -4.54189
C: -2.95069 -4.62942 2.56731
C: -3.56111 0.30220 0.63644
C: -4.26756 -0.86640 0.82054
C: -2.09370 3.77434 1.22670
C: 7.37220 0.57846 1.09340
C: -3.90536 4.24249 -0.82481
C: -2.25045 2.83592 0.20975
C: -1.89044 -5.85481 0.78600
C: -5.77149 -0.84385 0.96187
C: 3.65011 0.38417 1.67059
C: -2.84144 4.94108 1.21710
C: 5.88591 0.50682 0.82382
C: -3.17260 3.06490 -0.80938
C: 0.34624 0.46769 3.15800
C: 3.99275 0.46902 -0.62703
C: 0.86923 -0.88138 -2.70520
C: 5.00319 0.44692 1.90066
C: -2.49973 -7.01951 1.22416
C: -1.20532 2.89390 -3.85713
C: 0.31770 3.83407 -1.23530
H: -0.28685 0.58203 5.19078
H: -3.35262 0.35388 -4.52727
H: -0.73438 4.09405 -1.25262
H: -3.80078 -7.90326 2.68575
H: 1.39108 -4.09082 -2.05397
H: -6.18016 -1.85281 0.99981
H: -4.31758 6.09814 0.17383
H: 0.79859 -1.35697 -4.61192
H: -2.72561 5.66207 2.01790
H: -4.84210 2.27120 -5.00835
H: -3.09223 -3.71055 3.12385
H: 3.53615 0.49660 -1.60756
H: -1.02605 0.75195 -3.79039
H: -0.65876 0.47958 2.75812
H: 2.09466 -0.52221 6.83879
H: -0.22830 -2.63457 -3.24780
H: 3.91919 0.42215 4.43879
H: -1.66751 4.98604 -4.05387
H: 3.37080 -3.80261 -3.29378
H: -4.10798 -2.98112 0.98762
H: 0.89171 4.74397 -1.06867
H: 0.56345 3.46058 0.85339
H: 7.77329 2.46006 1.49542
H: -4.15907 -5.78506 3.90760
H: -4.60837 4.42044 -1.62881
H: 2.17631 -2.69878 -1.34998
H: -0.22439 -2.31032 -1.49374
H: -1.40539 3.58632 2.04487
H: 7.92569 0.64605 0.15641
H: 1.68653 2.57668 -0.15225
H: 2.11857 -3.24315 -4.37120
H: 2.77887 -0.54779 -5.34447
H: 3.64513 1.10518 7.58776
H: 6.00755 0.60330 -1.32608
H: -2.32032 -7.95140 0.70330
H: 2.99951 0.44648 -3.91643
H: 5.39683 0.46462 2.90859
H: -1.22796 -5.86623 -0.07071
H: -6.23833 -0.31991 0.12661
H: -3.99581 4.58504 -4.76794
H: -3.30012 2.33477 -1.60067
H: -4.10532 1.23715 0.61908
H: 4.32823 -1.88348 -4.21354
H: -6.06676 -0.32775 1.87726
H: 3.80486 -1.38393 -2.61678
H: 1.38339 1.08639 6.99236
H: 7.67838 -0.33916 1.59580

=====

(4)
The following is a quantum chemistry calculation of C47H47N4O5TeV as an isolated structure at a distorted geometry, from the Open Molecules 2025 dataset.

2S+1 = 3
Highest occupied orbital energy (spin up / spin down) = -12.23 / -12.23 eV
Net charge = +2
Relative energy (zero: lowest compared OMol25 entry of this formula, charge and spin) = 1.212 eV
HOMO-LUMO gap (spin up / spin down) = 6.5 / 6.4 eV
Molar mass = 926.46 u

Element x y z (Å)
Te: 0.58524 3.23591 -3.23946
V: 1.17078 0.21499 0.17030
O: 3.50029 1.00758 6.62897
O: 7.69790 1.72674 2.08405
O: -0.13939 -0.96471 0.30479
O: 1.33646 -0.05854 -1.87366
O: -0.38184 -3.64572 0.32426
N: 1.44966 -0.69780 -4.02107
N: 3.26478 0.43023 0.36727
N: 1.42742 0.40192 2.24099
N: -0.18551 1.65123 0.05438
C: 5.98729 0.60813 0.82328
C: 5.08832 0.51567 1.88728
C: -1.50113 -3.48470 0.75471
C: -2.21060 3.90573 -4.20478
C: 0.41878 0.42762 3.11927
C: -4.00665 2.34947 -4.60980
C: 7.46506 0.70748 1.13289
C: 0.19242 3.86556 -1.24360
C: 5.48454 0.63755 -0.46402
C: -3.55956 0.28352 0.53188
C: -2.11559 3.64556 1.31358
C: -3.65892 -5.61000 3.06033
C: -2.17271 -2.13559 0.67118
C: -2.82673 4.83095 1.40872
C: 0.56860 2.94023 -0.10608
C: -2.10320 -5.88848 0.77197
C: -1.46906 1.56749 0.17833
C: 4.11926 0.54364 -0.65860
C: -3.52217 3.65081 -4.59076
C: 0.63190 0.46543 4.48100
C: 1.68950 -3.11142 -2.29310
C: -3.03645 -4.50144 2.50465
C: -4.28468 -0.87884 0.72680
C: -1.86731 1.54744 -3.85443
C: -2.25573 -4.63874 1.36039
C: -2.28202 2.81587 0.20815
C: 2.73693 -3.07348 -3.42638
C: 2.97854 0.43743 4.04773
C: -3.70078 5.19046 0.39086
C: 2.69203 0.40556 2.70472
C: -1.49733 -0.95724 0.45622
C: -3.16998 3.16155 -0.80194
C: -1.37827 2.85400 -3.82810
C: 1.02550 -0.88967 -2.75683
C: -3.52035 -6.85318 2.45730
C: 3.60079 -1.79267 -3.50288
C: 3.74608 0.43012 1.63449
C: -3.56175 -2.06431 0.78503
C: -3.17757 1.29535 -4.24461
C: -3.87072 4.35767 -0.70771
C: 1.92911 0.46455 4.96431
C: 2.20655 0.47422 6.44331
C: 0.42804 -2.22073 -2.47839
C: -2.16521 0.26580 0.37172
C: 2.91629 -0.58547 -4.18146
C: -2.74459 -6.99249 1.31316
C: -5.78470 -0.85315 0.88846
H: 1.34260 -4.13120 -2.13435
H: -5.02394 2.15506 -4.92435
H: 2.26056 -3.26935 -4.39358
H: 3.70278 1.05096 7.56961
H: 3.24688 0.37948 -3.80220
H: 5.46361 0.53382 2.90131
H: 4.52164 -2.00476 -4.04808
H: -2.70221 5.46873 2.27420
H: -3.29905 2.52246 -1.66946
H: 3.10566 -0.58785 -5.25215
H: -0.86332 4.12702 -1.22338
H: 3.91065 -1.54411 -2.48570
H: 7.79497 2.57228 1.63384
H: -1.83486 4.92155 -4.20990
H: -1.44155 3.35866 2.11455
H: -4.01760 -7.71651 2.88035
H: 2.18150 -2.81273 -1.36180
H: -1.47826 -5.98895 -0.10605
H: 6.13875 0.73444 -1.32123
H: -0.19460 -2.25684 -1.58939
H: -1.21873 0.72947 -3.57783
H: -6.26263 -0.33392 0.05751
H: -3.14360 -3.53350 2.98344
H: -2.63508 -7.96349 0.84909
H: -6.19226 -1.86207 0.93077
H: 3.40866 -3.91634 -3.26512
H: -4.25196 -5.50627 3.95925
H: -4.08411 1.23025 0.51255
H: 1.62761 2.67252 -0.21606
H: -0.58031 0.41728 2.70313
H: -6.07398 -0.33984 1.80624
H: 7.78559 -0.22719 1.59493
H: 0.49984 3.47518 0.84098
H: 1.43391 1.05316 6.95472
H: -4.10541 -2.99368 0.92071
H: 3.99547 0.45672 4.40893
H: -0.13184 -2.55817 -3.35251
H: -0.21922 0.49793 5.14922
H: -3.54958 0.27871 -4.27276
H: 8.04413 0.83203 0.21707
H: 3.66834 0.57809 -1.63895
H: 2.13940 -0.55779 6.80558
H: -4.16134 4.47106 -4.89358
H: -4.25332 6.11846 0.45920
H: -4.55330 4.63864 -1.49768
H: 1.05553 -1.37283 -4.66143
H: 0.75639 4.78832 -1.10872

=====

- Which value of molar mass does entry 3 give?
  926.46 u

=====

- What is the formula in the fourth record?
  C47H47N4O5TeV

=====

- Which of these has the lowest relative energy (zero: lowest compared OMol25 entry of this formula, charge and spin)?
  C47H47AsCl5N12O6RbS